# 1
{"formula": "C9H11ClN3O", "method": "ωB97M-V/def2-TZVPD", "smiles": "C=C[N@+]1(C)CCn2c1cc(Cl)nc2=O", "homo_energy_ev": -13.16, "relative_energy_kj_mol": 0.00, "fmax_ev_per_a": 3.29, "gap_ev": 9.480, "total_charge": 1, "symbols": ["C", "C", "N", "C", "C", "C", "N", "C", "C", "C", "Cl", "N", "C", "O", "H", "H", "H", "H", "H", "H", "H", "H", "H", "H", "H"], "xyz": [[0.59146, -2.71465, -0.22269], [-0.03501, -2.05877, 0.75144], [-0.63364, -0.55688, 0.38820], [-1.43826, -0.08338, 1.61114], [-1.37740, -0.57967, -0.95422], [-1.14058, 0.83830, -1.47054], [0.12259, 1.18058, -0.78793], [0.50366, 0.30933, 0.14160], [1.60847, 0.44232, 0.82498], [2.42544, 1.60658, 0.49393], [3.88394, 2.02667, 1.30934], [2.06128, 2.45213, -0.42304], [0.85632, 2.35754, -1.16017], [0.43617, 3.06880, -2.04754], [0.93589, -3.70533, -0.29162], [0.89877, -2.18238, -1.18556], [-0.43718, -2.35777, 1.70926], [-2.14128, -0.91413, 1.69792], [-0.74891, -0.06852, 2.47930], [-1.93127, 0.84039, 1.38728], [-2.43810, -0.95171, -0.88051], [-0.84605, -1.32190, -1.51153], [-1.06365, 0.98123, -2.49698], [-1.82508, 1.54709, -1.06574], [1.73240, -0.15585, 1.70368]]}


# 2
{"formula": "C24H26IrN4O4SSe2", "method": "ωB97M-V/def2-TZVPD", "homo_energy_ev": [-8.19, -8.26], "relative_energy_kj_mol": 243.56, "fmax_ev_per_a": 0.82, "multiplicity": 2, "gap_ev": [6.813, 6.588], "total_charge": 0, "symbols": ["Ir", "C", "C", "C", "C", "C", "C", "C", "C", "C", "C", "H", "H", "H", "H", "H", "H", "H", "H", "H", "H", "H", "H", "H", "H", "C", "C", "C", "C", "C", "C", "C", "S", "O", "O", "N", "C", "C", "O", "O", "H", "H", "H", "H", "H", "H", "H", "H", "H", "Se", "N", "C", "C", "C", "C", "N", "C", "N", "H", "H", "H", "Se"], "xyz": [[1.15176, 0.99340, -0.91118], [2.86872, 0.22896, 2.94303], [1.68103, 1.18507, 2.84508], [1.43513, 1.89230, 4.17882], [1.81933, 2.16336, 1.69152], [1.13010, 3.38120, 1.66823], [1.24831, 4.28844, 0.62300], [2.01070, 3.99729, -0.50043], [2.12675, 4.94410, -1.65819], [2.69223, 2.77594, -0.50520], [2.65710, 1.89295, 0.59915], [2.75090, -0.41001, 3.81814], [3.80956, 0.77482, 3.04966], [2.94343, -0.42504, 2.07319], [0.79554, 0.57721, 2.62522], [2.21054, 2.63527, 4.38058], [1.45111, 1.16211, 4.98764], [0.46653, 2.38993, 4.21581], [0.49052, 3.64106, 2.50056], [0.70528, 5.22535, 0.67184], [1.93629, 4.42887, -2.60036], [3.13183, 5.36680, -1.70968], [1.42001, 5.76752, -1.56750], [3.41814, 2.59172, -1.29383], [3.36313, 1.07556, 0.62183], [-3.18734, -5.74343, 1.31254], [-2.66601, -4.47366, 0.71155], [-2.25461, -4.49964, -0.69682], [-1.95301, -3.39437, -1.36749], [-1.99879, -2.02093, -0.73705], [-1.94509, -2.09865, 0.82268], [-2.55207, -3.33613, 1.40192], [-0.62784, -0.63331, -2.94613], [-1.68729, 0.31145, -3.17591], [-0.44527, -1.71501, -3.87570], [0.75525, 0.21008, -2.74681], [1.98733, -0.40585, -3.26412], [2.72507, -1.07851, -2.12494], [3.40866, -2.06536, -2.17152], [2.56381, -0.40038, -0.99281], [-3.96008, -6.18497, 0.68020], [-3.60548, -5.57268, 2.30326], [-2.38540, -6.48064, 1.40057], [-2.23667, -5.45722, -1.20440], [-1.70222, -3.42999, -2.42229], [-2.44126, -1.22065, 1.22933], [-2.82488, -3.29786, 2.45020], [2.62474, 0.39942, -3.64009], [1.77613, -1.09369, -4.07708], [-1.92172, 3.44927, -0.81532], [-3.25465, 2.24832, -0.87109], [-2.79274, 1.04338, -0.76788], [-3.67622, -0.09637, -1.01684], [-3.33227, -1.37885, -1.08925], [-0.75841, -1.25505, -1.24567], [-0.47813, -0.05850, -0.48077], [-1.34581, 0.98537, -0.56511], [-0.69804, 2.12419, -0.55179], [-4.68443, 0.19656, -1.27976], [-4.09833, -2.07982, -1.40193], [0.10612, -1.91680, -1.15762], [-0.14705, -2.12391, 1.62698]]}


# 3
{"formula": "C33H40N4O6S2SiY", "method": "ωB97M-V/def2-TZVPD", "homo_energy_ev": -3.98, "relative_energy_kj_mol": 145.26, "fmax_ev_per_a": 2.05, "gap_ev": 6.543, "total_charge": -1, "symbols": ["Y", "C", "O", "C", "C", "C", "C", "C", "C", "N", "N", "C", "C", "O", "C", "C", "C", "C", "C", "C", "C", "C", "H", "H", "H", "H", "H", "H", "H", "H", "H", "H", "H", "H", "H", "O", "S", "O", "O", "O", "N", "C", "N", "C", "C", "C", "C", "C", "C", "S", "H", "H", "H", "H", "H", "H", "C", "Si", "C", "C", "C", "C", "C", "C", "C", "C", "H", "H", "H", "H", "H", "H", "H", "H", "H", "H", "H", "H", "H", "H", "H", "H", "H", "H", "H", "H", "H"], "xyz": [[-0.24745, -1.27928, -0.29043], [0.13270, -4.85533, -0.04091], [0.10437, -3.72854, -0.90736], [0.80972, -3.85054, -2.10969], [1.29129, -5.03734, -2.60755], [1.98480, -5.05574, -3.81833], [2.18403, -3.87239, -4.50769], [1.70026, -2.67070, -4.00978], [0.98371, -2.63042, -2.80381], [0.43100, -1.51029, -2.25323], [0.74644, -0.32045, -2.95574], [-0.22318, 0.68547, -3.08570], [-1.38977, 0.71653, -2.31741], [-1.59149, -0.08562, -1.28318], [-2.38123, 1.67602, -2.65166], [-2.19792, 2.61378, -3.62548], [-0.98176, 2.67233, -4.33656], [-0.73024, 3.65538, -5.32040], [0.46188, 3.70528, -5.98690], [1.46090, 2.75330, -5.70080], [1.23934, 1.77339, -4.77305], [0.01597, 1.69699, -4.05900], [-0.33494, -5.72086, -0.51375], [-0.41971, -4.56827, 0.84877], [1.16185, -5.09996, 0.23369], [1.16706, -5.96407, -2.06257], [2.35340, -5.99562, -4.20865], [2.73086, -3.87879, -5.44344], [1.84987, -1.74598, -4.54620], [-3.30483, 1.63817, -2.08398], [-2.97842, 3.33311, -3.84949], [-1.51077, 4.37649, -5.53992], [0.64474, 4.46462, -6.73767], [2.41111, 2.79833, -6.21936], [2.01189, 1.04398, -4.56984], [-0.71613, -2.31156, 1.66842], [-1.81820, -1.37430, 1.94058], [-2.27890, -1.34894, 3.29427], [-2.80465, -1.51051, 0.89925], [-1.05584, 0.04797, 1.65744], [3.12124, -0.26365, -1.45725], [2.85643, -1.15888, -0.58388], [1.95495, -1.05849, 0.43240], [2.25682, -1.97658, 1.44027], [1.79194, -1.92543, 2.75286], [2.17443, -2.89824, 3.66298], [3.02941, -3.92923, 3.29493], [3.55293, -3.96808, 2.00927], [3.18445, -2.98243, 1.11001], [3.80143, -2.71833, -0.49714], [1.66961, 0.00583, -2.66706], [3.84519, -0.55777, -2.10365], [1.12602, -1.12887, 3.04811], [1.80199, -2.84086, 4.67858], [3.30357, -4.69222, 4.01300], [4.25685, -4.73620, 1.71310], [-0.56677, 2.54253, 0.45934], [-1.25415, 1.69494, 1.99810], [0.00243, 1.99664, 3.41443], [-0.24064, 1.03764, 4.59635], [-0.06283, 3.44456, 3.91963], [1.40552, 1.76190, 2.82438], [-3.05179, 2.26585, 2.32860], [-3.52944, 1.87059, 3.73585], [-3.99438, 1.66107, 1.27674], [-3.12464, 3.79254, 2.19444], [-0.15129, 3.52201, 0.70847], [-1.32148, 2.68216, -0.31527], [0.23443, 1.93934, 0.02414], [-1.00441, 1.43699, 5.26646], [0.67909, 0.90385, 5.17391], [-0.58137, 0.05408, 4.27125], [-1.02941, 3.66181, 4.38247], [0.08629, 4.15306, 3.09993], [0.71513, 3.62202, 4.66918], [1.47970, 0.81123, 2.29419], [2.15292, 1.76469, 3.62325], [1.66321, 2.54911, 2.11301], [-3.42954, 0.79915, 3.89623], [-4.58302, 2.14256, 3.85950], [-2.95694, 2.39135, 4.50815], [-4.01252, 0.57826, 1.31090], [-3.69436, 1.95260, 0.26656], [-5.01338, 2.02274, 1.45089], [-2.51620, 4.29579, 2.95061], [-4.16164, 4.11895, 2.31659], [-2.77757, 4.12379, 1.21227]]}


# 4
{"formula": "C9H19CsNO", "method": "ωB97M-V/def2-TZVPD", "homo_energy_ev": [-2.97, -9.05], "relative_energy_kj_mol": 32.54, "fmax_ev_per_a": 2.54, "multiplicity": 2, "gap_ev": [3.163, 9.179], "total_charge": 0, "symbols": ["Cs", "C", "C", "C", "C", "C", "C", "N", "O", "C", "C", "C", "H", "H", "H", "H", "H", "H", "H", "H", "H", "H", "H", "H", "H", "H", "H", "H", "H", "H", "H"], "xyz": [[2.50165, 3.01918, 1.56950], [-2.00031, 0.14677, 0.88739], [-0.48926, 0.17027, 1.18233], [-0.02349, -1.35514, 1.38925], [0.03680, -2.14849, 0.15885], [0.99288, -1.40764, -0.86927], [0.50113, 0.01391, -1.25077], [0.25305, 0.79385, 0.03166], [-0.02779, 2.20489, -0.13468], [1.69541, 0.76161, -1.96713], [-0.63628, -0.04242, -2.21008], [-0.25360, 1.00767, 2.49425], [-2.29850, 1.15988, 0.61763], [-2.59364, -0.05955, 1.77817], [-2.32633, -0.58486, 0.14812], [0.96377, -1.53368, 1.81535], [-0.68226, -1.81054, 2.12867], [-1.00301, -2.37095, -0.08073], [0.53121, -3.09626, 0.37188], [1.33440, -1.86821, -1.79628], [1.87671, -1.19396, -0.26819], [1.48814, 1.82137, -2.11560], [2.63083, 0.64659, -1.41953], [1.74145, 0.39011, -2.99084], [-0.27977, 0.03308, -3.23736], [-1.16050, -0.98628, -2.06040], [-1.31661, 0.80893, -2.23152], [-0.65038, 2.02264, 2.47207], [0.78089, 1.00920, 2.83764], [-0.68828, 0.37406, 3.26736], [-0.89828, 2.07404, -0.51773]]}


# 5
{"formula": "C3H5NO4", "method": "ωB97M-V/def2-TZVPD", "homo_energy_ev": -10.26, "relative_energy_kj_mol": 456.49, "fmax_ev_per_a": 1.64, "gap_ev": 10.784, "total_charge": 0, "symbols": ["C", "N", "C", "C", "O", "O", "O", "O", "H", "H", "H", "H", "H"], "xyz": [[0.60690, -0.56104, 0.86527], [-0.16754, 0.91891, -0.63254], [1.05000, -0.12824, -0.52146], [-0.83511, -0.30055, 0.45058], [-0.06368, 2.14344, 0.04594], [-0.67426, -1.34341, -0.97863], [1.97496, -0.23147, -1.24603], [-1.85443, -0.04656, 1.01389], [-0.88414, 2.20979, 0.56923], [-0.37779, -2.23445, -0.75098], [-0.58490, 1.02114, -1.55687], [0.94932, 0.14059, 1.63006], [0.86067, -1.58815, 1.11154]]}